(1)
C4H6N2O2 | ωB97M-V/def2-TZVPD

Calculated values
Electronic energy in a.u.: -415.67734
HOMO energy in Ha: -0.34794
Frontier orbital gap in eV: 9.83
E_LUMO in eV: 0.36

Structure (ORCA input):
```
! wB97M-V def2-TZVPD RIJCOSX def2/J DEFGRID3
* xyz 0 1
C -0.6216 0.2173 -0.0237
C 1.5413 -0.2523 -0.5061
C 1.5019 -1.0735 0.7353
C 0.3373 -0.9961 -0.2467
H -3.2714 -0.2963 0.5776
H 0.4914 0.9479 1.5357
H 2.1326 -0.7640 -1.1934
H 2.3112 -1.9965 0.6732
H 1.4326 -0.6477 1.7732
H -0.1573 -1.6298 -0.8494
N -1.7623 0.4514 0.1888
N 0.1111 1.3594 0.4358
O -2.4446 -0.5941 -0.3064
O 1.4528 1.1363 -0.5238
*
```

Atomic partial charges in e from the natural (NBO) method, atoms 1 to 4: number 1, C, carries 0.319; number 2, C, carries 0.063; number 3, C, carries -0.444; number 4, C, carries -0.320

(2)
C4H12NO | ωB97M-V/def2-TZVPD

Calculated values
Electronic energy in a.u.: -289.26798
HOMO energy in Ha: -0.53934
Frontier orbital gap in eV: 11.32
E_LUMO in eV: -3.36

Structure (ORCA input):
```
! wB97M-V def2-TZVPD RIJCOSX def2/J DEFGRID3
* xyz 1 1
C 1.6899 0.5528 -0.7713
N 0.4495 1.3275 -1.2638
C -0.7226 0.7772 -0.4183
C -0.1372 -0.0149 0.7772
C 1.1481 -0.5689 0.1122
H 2.3887 0.2817 -1.5690
H 2.4322 1.2865 -0.1959
H 0.1992 1.2905 -2.2931
H 0.5025 2.3112 -0.9675
H -1.1547 0.1392 -1.0293
H -1.3608 1.5918 -0.1515
H 0.1765 0.6572 1.5389
H -0.8965 -0.8670 1.0844
H 0.7277 -1.5730 -0.2815
H 2.1557 -0.7952 0.8548
H -3.2711 -1.6608 1.3334
H -1.8739 -2.6956 1.9267
O -2.4533 -2.0403 1.3136
*
```

Atomic partial charges in e from the natural (NBO) method, atoms 1 to 4: number 1, C, carries -0.255; number 2, N, carries -0.531; number 3, C, carries -0.198; number 4, C, carries -0.458

(3)
C10H17N2 | ωB97M-V/def2-TZVPD

Calculated values
Electronic energy in a.u.: -500.32057
HOMO energy (spin up / spin down) in Ha: -0.46635 / -0.43963
Frontier orbital gap (spin up / spin down) in eV: 8.73 / 7.63
E_LUMO (spin up / spin down) in eV: -3.96 / -4.33

Structure (ORCA input):
```
! wB97M-V def2-TZVPD RIJCOSX def2/J DEFGRID3
* xyz 1 1
C -3.3040 -1.2707 0.5580
C -1.9601 -1.1984 0.1820
C -4.0899 -0.1285 0.4368
C -3.5953 1.0742 -0.0760
C -1.5441 0.0204 -0.2682
C 1.5052 -1.7960 -0.8602
C 3.0653 0.2524 -0.3312
C 1.3491 -0.8029 1.4092
C -1.6484 2.2133 -1.1786
C 1.5393 -0.5635 -0.0889
N -2.2721 1.1473 -0.4231
N 0.8654 0.5032 -0.5662
H -3.6479 -2.1049 1.1388
H -1.3109 -1.9942 0.4438
H -5.0749 -0.1124 0.7400
H -4.1903 2.0403 -0.2497
H 0.3281 -1.9780 -0.9187
H 1.9200 -1.7081 -1.8858
H 1.9559 -2.6324 -0.3426
H 3.1436 1.2902 -0.0263
H 3.4755 -0.0151 -1.2866
H 3.5026 -0.4592 0.3585
H 1.7049 0.0539 1.9544
H 0.3250 -0.9634 1.6228
H 1.9221 -1.7216 1.7474
H -2.2181 2.3403 -2.1444
H -1.7894 3.1498 -0.7284
H -0.6458 1.9242 -1.3105
H 0.8223 0.5265 -1.6575
*
```

Atomic partial charges in e from the natural (NBO) method, atoms 1 to 4: number 1, C, carries -0.079; number 2, C, carries -0.317; number 3, C, carries -0.249; number 4, C, carries 0.092